DFT (the ωB97M-V functional and the def2-TZVPD basis) results for the molecule C4H9NOS.

```
16
C4H9NOS, DFT the ωB97M-V functional and the def2-TZVPD basis
C -0.72157 -0.71681 -0.69730
C -0.28068 0.31812 1.32626
C -0.67872 0.70787 -0.19045
C 0.32299 1.49064 -0.97526
N -0.10307 -1.71209 0.39697
O -0.40867 -1.06332 1.54687
S 1.65086 -1.63079 0.16543
H -1.63317 -1.22911 -0.97546
H -0.10751 -0.88856 -1.60420
H 0.81432 0.41226 1.45035
H -0.90454 0.87745 2.08932
H -1.70226 1.19733 -0.19923
H 1.30690 0.85739 -0.88191
H 0.40276 2.51695 -0.63448
H 0.07008 1.43891 -1.99329
H 1.97227 -2.57625 1.17639
```

## Properties
structure (SMILES): C[C@@H]1CON(S)C1
calculated total energy: -685.8703 hartree
orbital gap: 9.55 eV
E_LUMO: 0.82 eV